{"formula": "C33H49CaCl8F3Li2N5O11P2S2", "method": "wB97M-V/def2-TZVPD", "elements": ["C", "O", "C", "C", "C", "C", "C", "C", "C", "C", "C", "C", "C", "C", "C", "O", "C", "C", "C", "C", "C", "Cl", "C", "C", "Cl", "C", "P", "O", "C", "C", "O", "H", "H", "H", "H", "H", "H", "H", "H", "H", "H", "H", "H", "H", "H", "H", "H", "H", "H", "H", "H", "H", "H", "H", "H", "H", "Li", "F", "Li", "C", "Cl", "Cl", "H", "H", "C", "Cl", "Cl", "Cl", "H", "O", "P", "N", "C", "C", "N", "C", "C", "N", "C", "C", "H", "H", "H", "H", "H", "H", "H", "H", "H", "H", "H", "H", "H", "H", "H", "H", "H", "H", "C", "N", "O", "O", "H", "H", "H", "Cl", "N", "S", "O", "O", "F", "S", "O", "O", "F", "Ca"], "coordinates": [[-5.250, -1.900, 7.127], [-5.954, -0.788, 7.685], [-5.202, 0.405, 7.651], [-5.137, 1.014, 6.245], [-6.514, 1.041, 5.567], [-6.464, 0.588, 4.082], [-7.386, -0.605, 3.834], [-7.218, -1.247, 2.450], [-5.768, -1.617, 2.165], [-5.030, -2.175, 3.205], [-3.700, -2.503, 3.027], [-3.119, -2.275, 1.787], [-3.843, -1.752, 0.724], [-5.189, -1.414, 0.918], [-3.146, -1.580, -0.587], [-3.705, -1.862, -1.625], [-1.736, -1.053, -0.458], [-1.187, -0.132, -1.360], [0.071, 0.361, -1.081], [0.785, -0.085, 0.026], [2.125, 0.524, 0.260], [3.499, -0.143, -0.529], [2.217, 1.564, 1.085], [1.033, 2.130, 1.818], [3.709, 2.363, 1.428], [0.284, -1.055, 0.892], [1.217, -1.687, 2.339], [1.793, -3.033, 2.186], [-1.014, -1.532, 0.640], [-1.671, -2.572, 1.520], [-1.070, -3.537, 1.903], [-4.955, -2.607, 7.894], [-4.384, -1.561, 6.557], [-5.933, -2.404, 6.448], [-4.178, 0.183, 7.968], [-5.627, 1.111, 8.361], [-4.358, 0.536, 5.653], [-4.822, 2.050, 6.390], [-6.866, 2.072, 5.570], [-7.231, 0.400, 6.071], [-6.717, 1.437, 3.404], [-5.421, 0.355, 3.870], [-8.408, -0.215, 3.888], [-7.315, -1.328, 4.641], [-7.435, -0.444, 1.741], [-7.893, -2.078, 2.269], [-5.472, -2.340, 4.177], [-3.106, -2.927, 3.839], [-5.757, -1.010, 0.082], [-1.711, 0.226, -2.253], [0.502, 1.098, -1.745], [0.226, 2.397, 1.136], [0.638, 1.415, 2.541], [1.319, 3.021, 2.365], [2.205, -0.724, 2.612], [0.271, -1.649, 3.386], [-7.033, 1.151, 1.569], [-2.040, 1.259, -3.741], [-3.492, 1.923, -2.681], [-5.488, -5.908, 8.085], [-5.441, -4.992, 6.574], [-4.808, -4.998, 9.441], [-6.519, -6.147, 8.315], [-4.909, -6.814, 7.953], [-0.973, -2.737, -4.615], [0.686, -2.604, -5.163], [-1.133, -2.408, -2.915], [-2.032, -1.635, -5.568], [-1.296, -3.759, -4.786], [5.266, 4.390, -2.841], [6.695, 3.986, -3.063], [6.919, 2.828, -1.808], [6.704, 3.187, -0.413], [6.191, 1.594, -2.084], [7.440, 5.551, -2.801], [8.005, 5.979, -1.540], [6.757, 6.655, -3.460], [8.091, 3.403, -3.866], [9.365, 3.232, -3.218], [8.241, 3.812, -5.254], [6.895, 2.321, 0.223], [5.680, 3.532, -0.228], [7.399, 3.955, -0.077], [6.511, 1.152, -3.033], [5.110, 1.776, -2.139], [6.375, 0.852, -1.307], [8.649, 5.213, -1.105], [7.240, 6.259, -0.799], [8.653, 6.844, -1.710], [5.902, 7.026, -2.878], [6.381, 6.349, -4.437], [7.457, 7.479, -3.624], [9.913, 4.182, -3.150], [9.971, 2.534, -3.804], [9.269, 2.803, -2.226], [8.696, 4.810, -5.336], [7.279, 3.845, -5.751], [8.860, 3.101, -5.804], [4.172, 2.976, -7.529], [5.434, 3.724, -7.282], [6.447, 3.311, -7.803], [5.353, 4.704, -6.569], [4.394, 2.135, -8.175], [3.798, 2.644, -6.564], [3.475, 3.662, -8.000], [-1.911, -4.731, 4.121], [-2.614, -8.120, -4.086], [-3.019, -6.649, -3.879], [-4.236, -6.211, -4.598], [-1.983, -5.654, -3.847], [-3.506, -6.700, -2.428], [-2.119, -8.430, -5.568], [-2.065, -9.809, -5.836], [-1.081, -7.570, -6.039], [-3.404, -7.912, -6.451], [-3.576, -4.809, -6.192]], "forces_ev_per_angstrom": [[-0.434, 0.534, -0.134], [0.085, 0.063, 0.049], [0.432, -0.423, -0.240], [-0.352, 0.480, 0.641], [0.225, 0.467, -1.041], [0.360, -0.425, 0.427], [-0.704, 0.356, -0.416], [1.271, 0.428, 0.506], [-0.544, -0.259, 0.159], [0.337, -0.030, -0.302], [-0.161, 0.236, 0.269], [0.415, -0.239, -0.323], [-0.263, 0.111, 0.296], [0.254, 0.041, -0.005], [0.144, 0.108, 0.503], [-0.237, 0.573, -0.338], [-0.540, -0.203, 0.051], [-0.307, 0.111, 0.669], [-0.176, -0.032, -0.187], [0.718, -0.121, -0.193], [0.014, 0.446, 0.422], [-0.181, -0.193, -0.104], [-0.029, 0.233, 0.048], [-0.086, 0.083, 0.114], [0.028, -0.214, -0.089], [-0.403, 0.045, 0.037], [0.139, -1.425, 0.134], [0.381, 0.145, -0.330], [0.227, 0.338, 0.104], [0.280, -0.023, -0.028], [-0.049, 0.650, -0.848], [0.108, 0.058, 0.129], [0.161, -0.165, 0.028], [-0.022, -0.111, -0.014], [0.049, 0.185, 0.177], [-0.241, -0.074, 0.027], [-0.153, -0.214, -0.136], [0.274, -0.002, -0.117], [-0.314, -0.041, 0.314], [0.016, 0.083, 0.272], [-0.148, 0.176, 0.246], [-0.018, -0.179, -0.299], [-0.115, -0.187, 0.175], [0.242, -0.088, 0.006], [-0.858, -0.489, -0.751], [-0.202, 0.094, -0.053], [-0.089, -0.013, 0.044], [0.149, -0.284, -0.106], [-0.114, -0.123, -0.049], [0.160, -0.184, 0.181], [0.110, 0.041, 0.009], [-0.025, -0.059, -0.084], [-0.013, -0.067, 0.020], [0.048, 0.056, 0.004], [-0.397, 0.363, 0.023], [-0.006, 0.501, -0.081], [0.375, 0.071, 0.285], [-1.736, 0.711, 0.918], [1.688, -0.657, -1.217], [-0.042, -0.099, -0.030], [0.011, -0.400, -0.092], [-0.022, -0.021, 0.027], [-0.017, 0.074, 0.018], [0.099, 0.061, -0.024], [0.383, -0.068, 0.306], [-0.063, 0.012, -0.085], [0.304, -0.525, -0.767], [-0.421, -0.573, -0.212], [0.098, 0.007, -0.005], [-0.490, -1.215, -2.993], [2.801, 1.823, 5.276], [0.499, -0.145, 0.544], [-0.205, 0.493, 0.066], [-0.137, -0.063, -0.624], [0.281, 0.154, -0.092], [0.155, -0.195, 0.114], [-0.326, -0.145, 0.012], [-2.316, -1.191, -2.641], [0.269, -0.030, 0.530], [0.095, 0.193, 0.026], [-0.068, -0.118, -0.138], [0.010, 0.019, 0.079], [-0.081, 0.067, -0.131], [0.028, 0.117, -0.016], [-0.011, -0.095, 0.070], [0.110, 0.107, 0.080], [-0.075, -0.071, -0.033], [0.050, 0.023, 0.024], [-0.110, 0.078, -0.038], [0.002, 0.039, -0.044], [-0.025, -0.001, 0.021], [0.075, -0.040, 0.091], [-0.090, 0.034, -0.026], [-0.082, 0.068, -0.139], [-0.153, 0.096, 0.017], [0.031, -0.029, -0.007], [0.057, 0.081, 0.078], [0.035, -0.006, 0.059], [-0.009, -0.184, -0.064], [-0.282, 0.008, -0.110], [0.007, 0.048, -0.068], [0.036, -0.025, -0.091], [0.065, 0.016, -0.008], [-0.040, 0.109, 0.027], [-0.022, 0.049, 0.095], [-0.376, -0.322, 0.993], [-0.339, 0.377, -0.815], [0.078, -0.372, 2.849], [0.276, 0.682, -0.844], [-0.332, 0.506, -1.403], [-0.153, -0.247, -0.136], [0.492, -0.881, -0.997], [-0.107, -0.065, 0.458], [-0.356, 0.571, 0.187], [0.041, 0.325, -0.010], [0.583, -0.379, 0.836]], "lowdin_charge": [-0.1224, -0.1943, -0.2311, -0.1653, -0.1602, -0.2142, -0.2033, -0.1512, -0.2390, -0.0019, -0.0170, -0.0629, -0.0870, 0.0017, -0.3130, 0.0524, -0.1665, -0.1188, -0.0107, -0.2507, -0.7244, 0.7456, -0.7482, -0.0959, 0.7219, -0.1757, 0.7457, -0.3937, -0.0648, -0.3198, 0.0173, 0.0324, 0.0917, 0.0253, 0.1264, 0.1258, 0.1024, 0.1128, 0.1114, 0.1112, 0.0672, 0.1010, 0.1248, 0.1152, 0.0353, 0.1372, 0.1031, -0.0328, 0.1074, 0.0396, 0.1365, 0.0824, 0.0783, 0.0647, 0.0275, 0.0374, 0.8200, -0.7139, 0.8129, -0.9884, 0.5526, 0.5233, 0.0229, 0.0289, -1.5245, 0.6058, 0.7882, 0.5284, -0.0645, -0.2737, 0.7170, -0.3277, -0.1362, -0.1605, -0.3155, -0.1494, -0.1454, -0.3413, -0.1228, -0.1271, 0.0807, 0.0476, 0.0549, 0.0777, 0.0512, 0.0689, 0.0618, 0.0851, 0.0823, 0.0796, 0.0621, 0.0820, 0.0857, 0.0858, 0.0745, 0.0923, 0.0230, 0.0861, 0.0504, -0.4475, 0.0707, 0.0527, 0.0926, 0.1015, 0.0995, -0.3301, -0.2412, 0.4816, -0.4861, -0.2829, -0.0700, 0.5398, -0.1963, -0.2669, -0.2478, 1.6723], "lumo_ev": -5.81, "orbital_gap_ev": 1.60, "charge": 1}

{"formula": "C6H12CrO14S2", "method": "wB97M-V/def2-TZVPD", "elements": ["Cr", "S", "O", "O", "O", "O", "S", "O", "O", "O", "O", "C", "O", "C", "O", "O", "C", "H", "H", "H", "H", "H", "H", "C", "O", "C", "O", "O", "C", "H", "H", "H", "H", "H", "H"], "coordinates": [[0.750, 1.043, -0.005], [1.950, 2.137, -2.111], [2.194, 0.853, -1.439], [0.810, 2.634, -1.385], [3.037, 3.072, -2.178], [1.654, 1.890, -3.519], [0.101, 2.186, 2.297], [1.398, 2.070, 1.622], [-0.447, 3.549, 2.505], [-0.749, 1.419, 1.392], [0.049, 1.604, 3.645], [3.141, -0.835, 2.762], [2.054, -1.751, 2.777], [1.005, -1.691, 1.974], [0.850, -0.862, 1.023], [0.244, -2.754, 2.268], [-0.943, -2.938, 1.642], [2.820, 0.180, 2.524], [3.916, -1.249, 2.118], [3.598, -0.907, 3.749], [-0.868, -2.780, 0.566], [-1.729, -2.337, 2.098], [-1.307, -3.965, 1.657], [-3.836, 0.217, -0.727], [-3.124, 0.335, -1.955], [-1.796, 0.151, -1.950], [-1.087, 0.015, -0.992], [-1.480, 0.125, -3.298], [-0.257, -0.338, -3.795], [-3.706, -0.826, -0.437], [-4.894, 0.247, -0.984], [-3.591, 0.941, 0.049], [-0.336, -1.346, -4.201], [0.540, -0.377, -3.053], [0.041, 0.287, -4.637]], "forces_ev_per_angstrom": [[-1.743, -0.845, 1.458], [-1.452, -1.201, 1.662], [1.656, -0.967, -0.114], [-1.371, 2.059, -0.557], [1.564, 0.804, -0.474], [0.186, 0.275, -1.896], [-2.906, 3.415, 5.783], [3.071, 0.697, -0.164], [1.250, -0.539, -1.741], [-1.550, -1.815, -3.133], [1.238, -1.321, -0.489], [0.402, 0.010, -0.038], [-1.018, -0.576, 0.244], [0.806, 2.253, -2.682], [0.275, -3.683, 3.251], [2.187, 0.546, 1.085], [-2.594, -0.173, -1.907], [0.064, -0.055, -0.086], [-0.181, 0.338, -0.558], [-0.447, 0.287, 0.160], [-0.028, 0.727, -0.045], [0.037, 0.293, -0.246], [0.606, -0.296, 0.782], [-0.422, -1.082, 0.030], [0.580, 0.529, -0.139], [-0.626, -0.079, -1.946], [0.012, -0.245, -0.683], [-0.951, 0.265, 1.630], [1.202, -0.489, -0.103], [0.296, 0.145, 0.773], [0.101, 0.543, -0.176], [0.356, -0.125, -0.198], [-0.457, -0.204, 0.121], [-0.098, 0.282, 0.094], [-0.044, 0.228, 0.301]], "mulliken_spin": [3.8887, -0.0642, 0.0273, 0.1097, 0.4320, 0.5364, 0.0057, 0.0416, 0.0023, -0.0182, 0.0015, 0.0018, 0.0033, 0.0234, -0.0184, 0.0035, -0.0006, 0.0006, 0.0007, 0.0002, 0.0004, -0.0002, 0.0000, -0.0004, 0.0036, 0.0093, 0.0007, 0.0012, 0.0039, 0.0000, 0.0002, 0.0006, 0.0022, -0.0011, 0.0022], "lumo_ev": [2.47, -1.16], "orbital_gap_ev": [6.37, 3.16], "charge": -1, "spin_multiplicity": 6, "e_above_lowest_kcal_mol": 0.0}

{"formula": "C4H5NOS", "method": "wB97M-V/def2-TZVPD", "elements": ["C", "C", "C", "C", "N", "O", "S", "H", "H", "H", "H", "H"], "coordinates": [[0.214, 0.376, 0.186], [0.158, 2.674, 0.934], [-2.052, -0.053, 0.941], [1.416, -0.021, -0.645], [-0.927, -0.068, 0.368], [1.226, 3.064, 0.560], [-1.282, 2.668, 1.581], [-2.830, 0.103, 0.253], [-2.144, -0.210, 1.951], [2.350, 0.434, -0.499], [1.019, 0.293, -1.576], [1.680, -1.108, -0.485]], "forces_ev_per_angstrom": [[-0.679, 0.129, -0.245], [2.375, 0.978, -0.880], [-0.121, 0.096, -1.869], [-1.566, -2.510, 1.918], [4.080, 0.672, -0.083], [-2.331, -1.078, 0.801], [-0.098, 0.239, 0.158], [-1.451, 0.201, -0.187], [-0.317, -0.655, 2.100], [0.753, 1.543, 0.739], [0.092, -0.387, -1.545], [-0.737, 0.771, -0.907]], "nbo_charge": [0.2523, 0.3793, -0.1988, -0.6862, -0.3100, -0.5241, -0.0334, 0.1988, 0.2035, 0.2436, 0.2530, 0.2220], "lumo_ev": 0.40, "orbital_gap_ev": 8.38, "e_above_lowest_kcal_mol": 73.7}